C53H43CuN3O2P2Si | ωB97M-V/def2-TZVPD

```
! RIJCOSX wB97M-V def2-TZVPD def2/J DEFGRID3
* xyz 0 2
H 0.895 -1.703 -2.711
H -4.905 6.123 -1.417
H -3.609 4.233 -0.464
H 1.974 -2.172 4.438
C 3.975 -0.612 -1.837
C -1.956 -5.038 -0.752
C -0.225 4.930 2.142
H -1.018 -7.109 2.821
C 0.125 -3.921 -0.670
C -3.013 -4.472 3.461
H -1.747 -3.927 5.938
H 1.711 3.978 -0.592
C 3.018 3.611 -2.226
C 2.982 -1.779 2.606
C -0.677 2.277 1.383
C -0.253 2.586 2.671
H -0.033 5.948 2.441
C -3.971 5.815 -1.856
H 2.527 4.254 -2.956
H 3.893 -2.314 2.870
C 0.626 2.865 -2.056
C 4.480 4.080 -0.214
H 5.795 -1.217 -2.771
H -2.671 -7.534 1.070
H 5.156 4.796 0.266
C -0.899 -3.988 5.237
H 1.232 -3.912 -0.784
H -0.058 -6.027 -1.090
C -0.634 4.649 0.853
H -2.577 -5.915 -0.869
H 4.858 2.941 1.531
H 4.677 2.221 -2.717
P 1.613 0.298 -0.727
C 2.911 -1.200 1.325
C -2.257 6.271 -3.424
C 2.744 -2.320 -3.668
H -5.682 -2.381 -0.137
O -1.623 -0.223 -0.131
C 4.735 -1.329 -2.756
H 3.618 1.079 -4.446
H -0.939 -3.139 4.581
C -1.738 -2.631 -0.413
H -0.049 1.758 3.350
Si -0.920 0.399 1.304
C -2.001 4.447 -1.924
C -0.810 3.321 0.441
O -0.946 -5.191 4.490
H -0.072 -0.990 3.746
H -3.158 -3.645 4.185
C -2.235 -0.049 2.560
C -3.230 4.741 -1.335
N -4.841 -4.857 -0.354
Cu -0.361 0.751 -1.686
C 0.633 2.348 -3.392
C 1.900 -1.702 3.466
H 4.441 0.087 -1.158
H 3.493 1.136 1.101
H -1.802 0.111 3.540
C -1.834 -6.427 2.718
C -2.559 -3.813 -0.475
H -0.374 2.258 -3.872
H -0.565 4.974 -3.393
C -1.520 5.213 -2.951
H -3.159 0.537 2.503
H -2.486 -1.102 2.465
C -3.531 6.529 -2.946
H -4.244 -0.330 -0.013
C -3.931 -4.661 2.424
C 3.996 4.420 -1.425
C -3.975 -3.686 -0.273
C -0.027 3.909 3.047
H 1.235 1.246 -4.971
H -1.845 6.860 -4.247
C 1.881 3.100 -1.249
C 0.769 -1.033 3.059
H -4.097 7.375 -3.356
C 4.121 -2.197 -3.671
H -4.793 -4.003 2.361
C 1.634 1.759 -4.119
N -0.381 -2.711 -0.451
C -0.596 -5.110 -0.824
H 2.266 -3.042 -4.338
C 2.604 -0.779 -1.823
C 3.670 2.536 -2.986
P -1.071 2.945 -1.293
C -1.945 -5.335 3.579
H 0.059 -4.005 5.746
C -2.385 -1.380 -0.222
C 1.753 -0.516 0.901
C 2.296 1.912 -0.431
C -2.756 -6.659 1.705
C -3.760 -5.698 1.520
C -3.772 -1.290 -0.152
H 4.734 -2.704 -4.409
C 4.207 2.995 0.664
C 1.982 -1.616 -2.732
C 3.035 1.740 -3.864
H 0.269 4.151 4.065
H 4.236 5.413 -1.866
C 0.671 -0.470 1.794
H 3.774 -1.244 0.674
N -4.711 -5.812 0.413
C -4.585 -2.456 -0.201
C 3.367 2.008 0.486
H -0.757 5.447 0.149
*
```

Properties
E   -4972.74482 Eh
Kohn-Sham gap (spin up / spin down)   5.209 / 4.791 eV
Energy relative to the best compared isomer or geometry (same formula, charge and spin)   236.9 kJ/mol

Here are the Mulliken charges for atoms 1 to 6, given in e: atom 1 (H): 0.252, atom 2 (H): 0.384, atom 3 (H): 0.420, atom 4 (H): 0.431, atom 5 (C): -0.123, atom 6 (C): -0.890